A molecular structure, C7H12O3 at a distorted geometry. Source: the Open Molecules 2025 dataset; level of theory: the ωB97M-V functional and the def2-TZVPD basis.

```
22
Properties=species:S:1:pos:R:3:nbo_charge:R:1
C -3.79 -0.40 0.45 -0.68
C -2.40 -0.52 0.01 0.03
C -1.28 -0.55 -0.44 -0.02
C 0.07 -0.51 -1.01 -0.59
C 1.13 0.19 -0.14 0.69
C 1.66 -0.90 0.81 -0.22
O 0.69 -1.48 1.64 -0.68
C 1.32 1.48 0.61 -0.24
O 0.46 1.87 -0.43 -0.83
H -4.22 0.56 0.12 0.24
H -4.41 -1.21 0.02 0.24
H -3.86 -0.46 1.54 0.23
H 0.40 -1.52 -1.29 0.24
H 0.01 -0.04 -2.00 0.26
H 2.13 -1.70 0.23 0.18
H 2.51 -0.55 1.43 0.16
H 0.23 -0.77 2.11 0.47
H 0.85 1.52 1.59 0.19
H 2.30 1.96 0.52 0.21
O 2.42 0.87 -1.75 -0.92
H 1.52 1.88 -1.55 0.55
H 2.28 0.26 -2.48 0.48
```

Output
Largest force on an atom   0.1403 hartree/bohr
Orbital gap (spin up / spin down)   6.65 / 6.65 eV
M   144.17 u
Relative energy (zero: lowest compared OMol25 entry of this formula, charge and spin)   9.329 eV
2S+1   1
LUMO (spin up / spin down)   -0.93 / -0.93 eV
E_tot   -499.30369 Eh